Entry 1:
73
Properties=species:S:1:pos:R:3:forces:R:3:lowdin_charge:R:1 method="wB97M-V/def2-TZVPD" smiles="CC(C)[C@H](NC(=O)[C@H](Cc1ccccc1)n1c(=O)[nH]c2ccccc2c1=O)C(=O)N[C@@H](Cc1ccccc1)C(=O)O" homo_energy_ev=-9.05 energy_ha=-1871.14254 lumo_ev=0.26 multiplicity=1 homo_lumo_gap_ev=9.3 fmax_ha_per_bohr=0.013
H 0.6525 -1.5331 1.1581 -0.0081 -0.1076 -0.0555 0.100
H -5.3235 0.6205 -0.7179 -0.0221 -0.1472 -0.0339 0.110
C -2.7845 -4.1132 -1.5363 0.0351 0.1373 -0.1125 -0.060
C -5.2896 3.9962 -0.5976 -0.0146 0.0933 -0.0489 -0.098
C 1.3934 0.9755 -0.1967 0.2304 0.4771 0.0733 -0.448
C 1.5092 -1.3487 -0.8260 -0.1625 0.0070 -0.0767 -0.133
H -4.0685 -1.6758 -3.6377 -0.0542 0.1109 -0.1193 0.080
C 3.8681 3.7140 -0.3229 -0.0551 -0.0196 0.0065 -0.014
N -2.5188 -0.0946 0.1355 0.0774 0.4104 0.2776 0.135
O -2.7361 -0.8714 3.6421 -0.3082 0.2063 0.5570 0.134
H 5.8442 -3.2801 1.2440 0.0718 -0.0608 -0.0225 0.104
C -2.7971 0.2182 1.5185 -0.2711 -0.2412 -0.0830 -0.187
C 3.0168 -0.8175 2.0832 -0.0517 -0.0538 0.0230 -0.044
H 2.1691 -1.9375 -1.4760 -0.2145 0.1438 0.1185 0.163
H -0.7981 -2.3867 -0.2977 0.1522 0.1226 0.0527 0.119
C -5.1683 1.6156 -0.3286 -0.0192 0.0337 0.0214 -0.035
C -3.0363 -1.2031 -0.4481 0.3162 0.3502 -0.4437 -0.421
C -4.6543 1.7729 0.9517 -0.0750 -0.0510 0.1119 -0.226
C 5.9572 2.8709 -1.1741 0.1097 -0.0439 -0.0449 -0.074
H 3.2691 4.5254 0.0634 -0.0602 0.0972 0.0457 0.112
H -5.8841 2.5862 -2.0935 -0.0336 -0.0142 -0.0820 0.102
H -1.7914 -4.3788 -1.1812 0.1086 -0.1179 0.0567 0.070
N 2.1542 -0.0419 -0.7178 -0.2648 -0.2466 -0.1600 0.113
C 0.1846 -1.1272 -1.5734 0.3773 -0.1959 -0.0446 -0.445
C 5.0509 -2.5876 1.4828 0.0764 -0.0593 -0.0116 -0.076
H 1.1734 -3.0710 0.4280 -0.0737 -0.0187 0.0202 0.131
C 5.2982 -1.5127 2.3195 0.1043 0.0100 0.0352 -0.090
H -2.0291 -3.0521 -3.2404 -0.0132 0.0983 0.0939 0.141
O -4.0286 -1.7724 -0.0465 -0.2764 -0.2314 0.1865 0.078
H -2.4270 -1.6391 4.1501 0.0949 0.0501 -0.3084 0.140
H -3.4318 -3.9391 -0.6824 -0.0538 -0.0627 0.0722 0.074
C -4.2748 0.5722 1.7698 0.1213 0.1007 -0.0023 -0.089
H -4.4010 0.7731 2.8341 -0.0407 0.0016 -0.0418 0.121
C -4.1073 -2.5662 -3.0138 0.1836 -0.0437 0.0424 -0.063
C -4.7780 4.1620 0.6782 0.0344 0.1254 0.0040 -0.090
H 2.2192 -0.1265 2.3221 -0.1006 0.0605 0.0278 0.115
C 3.4791 0.0663 -1.1330 0.1782 -0.0041 -0.0893 -0.342
H 3.6083 -3.6024 0.2765 -0.0237 -0.0965 -0.1044 0.120
O 0.1313 -0.3488 -2.5046 -0.0064 0.1374 -0.1983 0.086
C 3.7922 -2.7709 0.9406 -0.0550 0.0335 0.1052 -0.040
H -4.8288 -2.4071 -2.2180 -0.1157 0.0093 0.0208 0.072
C 5.1861 3.9168 -0.6771 -0.1073 -0.0662 0.0182 -0.070
H -4.8857 -0.2849 1.4882 0.0379 0.0627 0.1265 0.118
C -2.2023 -1.6401 -1.6613 -0.0241 -0.3315 -0.3677 -0.182
H -2.1346 -0.7973 -2.3612 -0.0078 -0.1033 0.1547 0.159
C 5.4024 1.6181 -1.3211 -0.1809 0.0109 0.0548 0.004
C 4.0714 1.3955 -0.9702 0.0935 0.4214 0.0660 -0.058
C 3.3036 2.4484 -0.4660 0.5890 -0.2577 -0.2308 -0.173
H 5.9701 0.7854 -1.7060 0.0512 -0.0751 -0.0339 0.123
H -3.1780 -4.9528 -2.1045 0.0125 -0.1284 -0.0422 0.079
H 6.2839 -1.3630 2.7344 0.0790 0.0001 0.0379 0.100
H -4.4427 -3.4008 -3.6247 -0.0593 -0.0579 -0.0987 0.078
H 5.6213 4.8984 -0.5657 0.0198 0.0873 0.0157 0.107
H -2.1723 1.0767 1.7905 -0.0486 -0.0989 -0.0094 0.167
H 1.4270 2.9509 0.2443 0.0040 -0.2428 -0.0415 0.169
N 1.9995 2.1966 -0.1104 -0.2766 0.2163 0.1044 0.194
H -1.6278 0.2473 -0.2013 -0.0287 -0.0950 0.0087 0.109
O -1.6479 -1.8552 1.9656 0.0582 -0.1873 0.1146 0.115
H -4.0619 3.1893 2.4430 0.0337 0.0052 0.1207 0.112
H -5.5381 4.8593 -1.1978 -0.0229 0.0633 -0.0446 0.099
C 4.2767 -0.6296 2.6230 0.0452 0.1069 0.0543 -0.079
C -4.4592 3.0560 1.4461 -0.0141 -0.0472 -0.0229 -0.047
H 6.9868 3.0439 -1.4451 0.0914 0.0049 -0.0274 0.104
C 2.7630 -1.8856 1.2321 -0.0798 -0.2154 0.1143 -0.227
C -2.3358 -0.9568 2.3759 0.3336 -0.1841 -0.2901 -0.462
O 4.0723 -0.8877 -1.5836 0.0451 0.0560 -0.0447 0.109
C 1.4244 -2.0171 0.5575 0.1569 0.1740 -0.0639 -0.078
O 0.2509 0.8192 0.1934 -0.2617 -0.1059 0.1824 0.081
N -0.8561 -1.8696 -1.1619 -0.2103 -0.3018 0.0647 0.136
C -2.7340 -2.8690 -2.4201 -0.2130 0.1524 0.2023 -0.358
H 4.4622 0.2099 3.2778 0.0138 0.0545 0.0548 0.102
H -4.6278 5.1556 1.0757 0.0045 0.0726 0.0301 0.099
C -5.4838 2.7204 -1.0992 -0.0319 0.0092 -0.0762 -0.079

Entry 2:
83
Properties=species:S:1:pos:R:3:forces:R:3:lowdin_charge:R:1 method="wB97M-V/def2-TZVPD" homo_energy_ev=-5.52 energy_ha=-3806.39325 lumo_ev=2.20 de_lowest_kcal_mol=40.7 multiplicity=1 homo_lumo_gap_ev=7.7 fmax_ha_per_bohr=0.066 total_charge=-1
C 2.2629 2.2261 0.6050 -0.4104 -0.0040 -1.0063 -0.409
P -0.8508 -1.3282 -3.5031 -2.4044 -0.5190 0.3699 0.297
C 1.5915 -4.5656 -2.9319 1.1071 0.8834 -0.6279 0.013
C -4.4112 -2.0427 -0.3752 -1.0490 0.3536 0.0481 -0.096
H 3.5766 4.9020 3.0583 -0.4755 -0.0681 -0.8528 0.132
H 4.4392 2.6942 2.8751 0.9031 -0.2889 0.4661 0.107
C 1.8704 4.4954 1.6698 0.3368 -2.4673 1.6853 -0.161
C -0.1639 1.4264 2.9450 0.7384 1.3588 0.9310 -0.109
H 0.2719 2.1317 5.0127 -0.1960 0.1763 -0.5710 0.091
H -0.7670 -2.6678 0.3085 1.3740 -0.6913 0.1567 0.052
C 3.8246 0.5945 1.6463 -1.0002 -0.8981 1.7388 0.004
H -4.6623 -4.1519 -0.7046 -0.3147 -0.3920 0.0736 0.095
Al 0.9280 -0.0409 -1.1956 -0.4310 0.7621 -0.9684 0.091
H 2.7499 2.6669 3.4393 0.6007 0.0583 -0.2808 0.133
N 3.1272 1.8705 1.5640 0.1594 0.8745 -0.3657 -0.066
O 2.0885 1.4488 -0.3642 -0.4009 -0.2711 0.1020 0.022
C 1.7182 -3.8612 -0.5607 -0.7096 -2.1111 -1.3453 -0.208
H 1.6188 -4.3121 -4.0237 0.1006 -0.0507 1.3173 0.147
C 1.0544 -6.0384 -1.1337 -1.1935 -2.1291 1.2852 -0.102
O -0.0875 -1.3413 -2.1761 0.1462 0.2935 -0.0629 -0.253
C 3.4333 2.8402 2.5678 -0.9204 0.7680 1.4311 -0.174
Si -0.9457 0.2679 0.3367 0.2840 -0.9586 0.3217 0.808
O -2.4074 -1.6536 -3.1068 1.0017 0.1153 1.3198 -0.136
C -3.8231 3.2764 0.4499 1.4575 -0.2297 -0.5603 -0.083
C 1.9556 -3.6525 -1.9355 -0.8167 0.2931 0.7018 -0.104
C -2.7633 2.3831 0.7976 -2.3906 0.5685 0.7365 -0.108
H -3.3720 3.0969 -2.9129 -0.2022 0.4709 -0.3581 0.102
C -1.0063 -0.9165 4.3428 1.1073 2.1905 -1.5249 -0.072
C -4.0555 3.5437 -0.9126 0.0822 0.5143 0.6644 -0.107
H 0.2408 2.3678 2.4512 -0.8797 -1.3312 0.4657 0.101
C -2.0564 1.6866 -0.1830 0.4098 0.6658 1.3036 -0.341
H 1.1100 -6.5962 -3.2166 -0.2033 -0.3784 -0.0716 0.101
H -2.5134 -1.5839 -2.1055 0.1523 -0.0645 -1.7546 0.053
S 2.2565 -2.4437 0.2677 1.7641 -0.9243 2.7651 0.647
H -4.0444 0.0058 -0.0590 0.0760 0.5495 -0.0751 0.095
H -5.4424 -1.8006 -0.6000 -0.1554 -0.1198 -0.0347 0.098
H 3.2176 -0.2526 1.3227 -0.1502 0.4926 -0.0879 0.046
C -4.0049 -3.3721 -0.3877 0.1821 1.4035 -0.1921 -0.095
C 0.6468 3.7527 -0.4163 0.7060 0.6935 -0.8088 0.000
C -3.2339 2.9655 -1.8578 1.0673 -1.4011 -0.3985 -0.064
H 1.2409 4.4186 2.6016 -0.1354 0.2623 -1.2372 0.135
H 0.6543 -7.0153 -0.7241 0.5896 0.8940 -1.1122 0.120
O -0.4021 -2.1824 -4.6166 0.3064 0.1832 0.2768 -0.255
H 3.9431 4.4869 1.3300 0.5191 0.3847 -0.2313 0.116
H 1.2657 -0.6526 -4.8435 -0.1891 1.2176 -0.1857 0.069
H -4.3453 3.8293 1.2262 -0.1165 -0.2546 -0.0974 0.088
C -3.5855 -0.9600 -0.0843 0.3511 -1.2762 -0.1085 -0.084
H -4.8046 4.2762 -1.2440 0.1956 -0.4514 0.2996 0.098
C -0.9162 -0.8392 2.9573 -0.3993 -1.8140 0.1405 -0.107
O -1.0311 0.2192 -3.9470 -0.3138 -0.5150 0.2067 -0.255
C -2.2171 -1.1838 0.1256 0.2560 0.1565 0.3345 -0.261
O 2.4689 -1.7019 -3.2464 0.3825 -0.3886 0.2556 0.103
O 3.6399 -2.7442 0.6969 -1.9206 0.6073 -0.2982 -0.305
O 1.3239 -2.0091 1.3064 0.7966 -0.1351 -1.0978 -0.305
N 1.6049 3.4565 0.6499 0.4870 -0.0433 0.6269 -0.048
H -1.3084 -1.7893 4.8363 -0.2881 -1.1115 0.6098 0.083
C -2.6842 -3.5792 -0.1091 2.1758 -0.7830 0.4379 -0.081
O 1.1279 0.3092 -5.0793 1.3016 -1.2120 0.0245 -0.119
H 4.7621 0.4999 1.1196 0.3751 0.5085 -0.1442 0.096
H 0.8892 -5.3808 0.9528 0.5746 0.7830 -1.8765 0.147
H 1.0200 3.2325 -1.3018 -0.4900 -0.0252 -0.0200 0.089
H -0.3523 3.4310 -0.1732 -0.2537 -0.1260 0.0678 0.061
C 1.1668 -5.1017 -0.1278 0.8621 1.2341 0.8479 -0.038
H -1.0608 -1.8154 2.4500 -0.2481 1.0482 -0.0223 0.097
C -2.2188 2.0444 -1.5122 -1.1332 0.2903 0.6627 -0.072
H -1.6001 1.5065 -2.2059 -0.2440 0.3103 -0.6048 0.065
C -0.1537 1.3684 4.3555 0.4152 -0.3640 0.0719 -0.104
H -2.7103 2.1525 1.8909 0.4270 0.0833 -1.0716 0.109
C 2.3207 -2.2221 -2.1610 -0.2979 0.0694 -1.5622 -0.481
P 0.2642 1.1728 -4.0881 -0.2237 -1.0334 -0.0718 0.239
C -0.5744 0.2186 5.0154 -0.0710 -0.2193 0.7898 -0.119
H -0.4898 0.1354 6.0979 -0.1110 0.4085 -0.0490 0.093
H 3.9486 0.4094 2.7633 0.2068 0.1725 -1.4048 0.123
C -0.5731 0.3094 2.2421 -0.7165 -0.0915 -1.0886 -0.264
O -0.1085 2.4062 -4.7755 0.2156 0.7065 0.8531 -0.253
C -1.7861 -2.5223 0.1338 -2.2564 0.5855 -0.4385 -0.104
H -2.2540 -4.5917 -0.0972 -0.3056 0.3588 -0.0825 0.104
C 3.2744 4.3175 2.1579 0.7851 -1.8183 0.7261 -0.158
H 1.9169 5.4336 1.2485 -1.1172 2.1200 -1.1796 0.090
H 0.6066 4.8419 -0.6872 0.3066 -0.8514 0.6197 0.111
C 1.2738 -5.8210 -2.4944 -0.5443 -0.1823 0.4631 -0.073
O 0.8265 1.1048 -2.6372 0.4657 0.4711 -0.4774 -0.220
N 2.2656 -1.4901 -0.9999 -0.0730 1.6528 0.2114 -0.073

Entry 3:
71
Properties=species:S:1:pos:R:3:forces:R:3:lowdin_charge:R:1 method="wB97M-V/def2-TZVPD" homo_energy_ev=-7.26 energy_ha=-4396.41260 lumo_ev=-0.76 multiplicity=1 homo_lumo_gap_ev=6.5 fmax_ha_per_bohr=0.010
C -6.6244 -0.7319 0.8004 0.0082 0.0078 -0.0010 -0.266
C -0.1558 -3.4068 1.6912 -0.0076 -0.0176 0.0157 -0.128
C 0.0703 5.2246 -3.3959 -0.0055 -0.0161 -0.0088 -0.094
C -2.7845 0.1978 -0.8667 0.1182 -0.2349 -0.1000 -0.586
N 1.9962 1.1617 -0.3899 0.0021 -0.2515 0.0132 0.014
H -3.6541 2.5851 0.2179 0.0210 -0.0166 0.0219 0.091
C -4.1131 -2.2528 -1.6141 0.0082 0.0043 0.0045 -0.021
C -7.9877 -1.0550 1.3495 -0.0009 0.0001 -0.0022 -0.055
C 0.0258 5.3334 -1.8898 0.0536 0.0442 0.0411 -0.314
H -4.7090 2.6664 1.6331 -0.0023 0.0001 0.0014 0.079
H -0.7783 -3.3485 -4.3218 -0.0124 0.0054 0.0012 0.110
C 4.5816 1.0928 -0.5197 -0.0212 -0.0393 0.0049 -0.011
S 0.5757 -0.8402 1.4150 0.1085 -0.1086 -0.0518 0.610
C -0.7034 -4.9975 -0.0272 0.0049 0.0023 -0.0300 -0.047
H -8.1863 -0.4993 2.2657 0.0003 -0.0011 -0.0013 0.073
H 0.0366 4.2029 -3.7620 0.0175 -0.0028 0.0015 -0.001
C 0.0864 6.8635 -0.0011 -0.0034 -0.0083 0.0047 -0.277
C -4.7140 0.7562 0.6520 -0.0166 0.0464 -0.0110 -0.195
H -1.2704 2.7912 1.1907 0.0505 0.0009 -0.0193 0.041
H 0.1619 8.2668 1.6293 0.0002 -0.0006 -0.0034 0.071
H -1.0421 -5.2040 -2.6995 -0.0031 0.0032 0.0052 0.118
H -3.9941 -1.7955 -2.5963 -0.0070 -0.0022 -0.0003 0.087
C -0.5144 -4.7084 1.2911 -0.0042 0.0080 0.0275 -0.082
O -2.6164 0.3309 -2.0577 0.0514 0.0323 -0.0243 0.026
C 3.1325 1.1180 -0.4466 0.0330 0.2346 -0.0227 -0.138
C -4.1253 -0.1134 -0.2630 -0.0030 -0.0594 -0.0361 -0.062
H -0.6195 8.8908 0.1767 0.0015 -0.0037 -0.0003 0.080
H -6.4958 -2.5141 -0.3815 -0.0002 0.0009 0.0017 0.115
H -8.0828 -2.1192 1.5676 -0.0004 0.0010 -0.0004 0.076
O -1.8463 0.2159 0.0574 -0.1451 0.4752 0.1465 -0.237
H -0.6529 -5.4722 2.0455 0.0033 0.0016 -0.0011 0.103
C 0.1963 8.2631 0.5401 -0.0002 -0.0012 0.0034 -0.055
H -3.1681 1.7993 1.7169 -0.0305 -0.0127 0.0155 0.075
H 0.2500 7.4451 -2.0532 -0.0023 -0.0020 0.0033 0.123
H -4.7121 -3.1575 -1.7144 0.0060 -0.0020 0.0017 0.078
H 4.9183 0.0581 -0.4792 0.0103 0.0053 -0.0018 0.099
H 1.1316 8.7336 0.2312 -0.0022 -0.0029 -0.0014 0.078
H 0.8688 -0.2756 -3.6262 -0.0121 -0.0012 0.0119 0.074
H -0.8752 -0.0292 -3.5362 -0.0439 0.0148 0.0060 0.042
H -0.0345 -3.1920 2.7455 -0.0017 0.0036 -0.0044 0.096
C -0.0992 -0.7640 -3.7514 0.0793 0.0099 -0.0070 -0.039
H 4.9079 1.5511 -1.4512 -0.0045 0.0035 -0.0011 0.097
C -6.0019 -1.5901 -0.0988 -0.0054 0.0047 -0.0094 -0.009
Au 0.0358 0.7403 -0.2782 0.1474 -0.3249 0.1347 0.770
C -0.2356 -1.9111 -2.7961 0.0607 -0.0507 0.0570 -0.316
H -0.1265 5.9331 1.9070 0.0007 -0.0014 -0.0019 0.111
C -0.6097 -3.1957 -3.2643 -0.0223 0.0288 -0.0063 -0.016
N -0.0065 -1.6791 -1.5249 0.0671 -0.0549 -0.0568 0.112
C -0.7532 -4.2116 -2.3725 0.0039 -0.0227 0.0087 -0.013
H 0.4747 2.7065 1.4334 0.0094 0.0210 0.0396 0.045
H -3.1156 -2.5412 -1.2724 0.0036 0.0046 -0.0019 0.076
H 4.9944 1.6415 0.3247 -0.0022 0.0058 -0.0018 0.098
H -0.4834 3.8279 2.3823 -0.0263 0.0090 -0.0022 0.080
H -6.4383 1.1165 1.8639 0.0002 -0.0016 -0.0018 0.114
C -0.5357 -3.9801 -0.9948 -0.0067 -0.0112 0.0106 -0.172
C 0.1318 6.6147 -1.3627 -0.0011 0.0040 -0.0241 -0.029
C 0.0419 -2.3949 0.7827 -0.0348 0.0520 -0.0716 -0.583
Se -0.3191 2.5352 -1.9288 -0.4479 0.1337 0.0800 0.780
C -0.1543 -2.6749 -0.6088 -0.0873 0.0857 0.0111 -0.236
H 0.9840 5.6829 -3.7792 -0.0059 0.0145 0.0061 0.083
H -0.7742 5.7585 -3.8354 -0.0031 -0.0049 0.0063 0.087
C -0.3779 3.3871 1.3918 -0.0215 -0.0556 -0.0676 -0.078
C -0.0756 5.7719 0.8352 0.0191 0.0100 0.0069 -0.025
C -5.9679 0.4365 1.1614 0.0069 -0.0097 0.0091 -0.009
C -0.1265 4.2366 -1.0210 0.1557 0.0512 -0.1660 -0.482
C -4.7612 -1.2963 -0.6483 -0.0236 -0.0227 0.0238 -0.190
C -0.1843 4.4658 0.3609 -0.0355 0.0053 0.0465 -0.282
H -0.9940 -5.9897 -0.3501 0.0002 0.0023 -0.0030 0.109
H -0.1976 -1.0914 -4.7857 0.0086 -0.0027 0.0103 0.077
H -8.7671 -0.7971 0.6289 0.0002 -0.0003 0.0013 0.082
C -4.0244 2.0242 1.0802 -0.0077 0.0098 -0.0411 -0.031